1.
263
Properties=species:S:1:pos:R:3 method="wB97M-V/def2-TZVPD" homo_energy_ev=-8.322 homo_lumo_gap_ev=8.75 e_lumo_ev=0.425 multiplicity=1
O 18.081 19.967 15.195
C 18.088 20.692 14.245
O 17.913 20.220 12.955
C 18.230 18.844 12.719
C 18.473 18.660 11.250
C 18.331 22.182 14.298
H 17.413 18.302 13.174
H 19.087 18.456 13.205
H 19.325 19.240 10.863
H 17.609 18.938 10.615
H 18.620 17.548 11.090
H 18.139 22.495 15.319
H 17.742 22.630 13.519
H 19.438 22.316 14.150
O 23.661 12.295 16.373
C 22.611 12.071 16.870
O 21.668 11.179 16.446
C 21.966 10.400 15.265
C 21.925 8.905 15.565
C 22.056 12.791 18.100
H 22.848 10.805 14.779
H 21.141 10.671 14.549
H 22.785 8.622 16.174
H 22.082 8.350 14.637
H 21.012 8.476 15.977
H 22.842 13.365 18.598
H 21.624 12.056 18.818
H 21.243 13.443 17.795
C 27.319 20.143 19.595
O 27.637 19.283 18.414
P 28.366 19.828 17.199
O 28.522 21.252 17.276
O 29.678 19.008 17.141
C 30.517 19.162 15.926
O 27.656 19.282 15.945
C 26.237 19.423 15.724
H 28.000 19.914 20.395
H 26.311 19.961 19.884
H 27.464 21.230 19.363
H 31.317 18.456 16.133
H 30.844 20.196 15.850
H 29.994 18.831 15.049
H 26.152 19.462 14.631
H 25.870 20.306 16.145
H 25.681 18.522 16.017
C 18.453 22.310 18.504
O 19.377 22.534 19.592
P 18.697 22.749 21.014
O 17.283 22.296 21.226
O 19.681 21.911 21.866
C 19.306 21.508 23.178
O 18.906 24.292 21.394
C 20.221 24.894 21.334
H 17.598 21.679 18.820
H 19.118 21.812 17.776
H 18.020 23.190 18.112
H 18.818 20.537 23.114
H 18.536 22.201 23.625
H 20.157 21.542 23.828
H 21.006 24.515 21.983
H 19.956 25.916 21.537
H 20.567 24.889 20.276
C 15.451 15.148 11.877
O 14.977 16.111 12.894
P 14.334 17.488 12.518
O 15.014 18.266 11.508
O 12.825 17.327 12.111
C 11.690 16.879 12.933
O 14.467 18.069 13.983
C 14.527 19.503 14.263
H 14.862 14.275 11.980
H 16.524 14.838 12.107
H 15.321 15.593 10.883
H 10.863 17.177 12.271
H 11.829 17.393 13.890
H 11.661 15.796 13.048
H 13.501 19.912 14.440
H 14.859 20.027 13.365
H 15.251 19.660 15.071
C 24.552 20.743 10.996
O 23.769 19.550 10.778
P 23.482 18.480 11.909
O 22.575 17.486 11.375
O 24.966 18.073 12.531
C 25.000 16.795 13.179
O 22.970 19.325 13.111
C 21.783 20.155 13.305
H 24.700 20.886 12.131
H 23.998 21.613 10.653
H 25.521 20.620 10.598
H 25.810 16.339 12.634
H 24.080 16.270 12.948
H 25.380 16.855 14.184
H 21.488 20.653 12.341
H 22.025 20.825 14.103
H 20.998 19.522 13.686
C 23.011 21.512 19.492
O 22.978 22.601 18.507
P 22.836 22.244 16.917
O 21.936 21.173 16.461
O 22.447 23.619 16.294
C 21.244 24.317 16.719
O 24.354 22.076 16.439
C 25.490 22.894 16.853
H 23.968 21.649 20.045
H 22.990 20.516 18.983
H 22.176 21.648 20.170
H 20.336 23.762 16.542
H 21.167 25.192 16.122
H 21.356 24.625 17.735
H 25.702 23.616 16.031
H 26.328 22.223 17.019
H 25.262 23.442 17.719
C 20.109 14.216 13.417
O 19.372 13.483 12.441
P 19.732 13.331 10.909
O 18.565 13.225 10.062
O 20.729 14.498 10.570
C 20.404 15.569 9.684
O 20.594 11.995 11.002
C 21.507 11.618 9.967
H 20.660 15.064 13.018
H 20.850 13.603 13.843
H 19.503 14.551 14.223
H 20.401 15.169 8.680
H 21.106 16.320 9.810
H 19.467 16.078 9.943
H 21.137 10.679 9.558
H 22.468 11.492 10.465
H 21.609 12.384 9.211
C 14.199 13.824 21.590
O 15.084 14.977 21.756
P 15.841 15.693 20.556
O 15.515 14.959 19.356
O 15.324 17.225 20.449
C 15.662 18.218 21.461
O 17.397 15.870 20.978
C 18.060 14.669 21.334
H 14.865 12.960 21.852
H 13.707 13.774 20.608
H 13.539 13.875 22.440
H 14.761 18.402 21.995
H 16.189 19.090 21.103
H 16.291 17.873 22.308
H 17.923 14.490 22.413
H 19.117 14.727 21.107
H 17.547 13.823 20.849
O 23.470 19.136 21.373
P 24.012 17.746 21.428
N 22.708 16.776 21.942
C 21.352 17.189 21.729
C 22.896 15.322 22.098
N 25.171 17.465 22.602
C 24.867 17.653 24.045
C 26.560 17.930 22.367
N 24.776 17.320 20.072
C 24.392 17.931 18.843
C 25.426 15.999 19.895
H 21.362 18.272 21.443
H 20.678 17.041 22.555
H 20.899 16.654 20.885
H 23.929 15.137 22.585
H 22.868 14.760 21.171
H 22.187 14.895 22.830
H 23.743 17.482 24.185
H 25.521 16.851 24.541
H 25.271 18.639 24.416
H 27.193 17.685 23.209
H 27.036 17.494 21.482
H 26.504 18.992 22.217
H 23.868 18.906 18.993
H 25.315 18.181 18.234
H 23.853 17.227 18.172
H 24.852 15.309 19.273
H 25.767 15.540 20.778
H 26.337 16.265 19.269
O 20.359 15.522 18.961
P 19.911 16.534 18.006
N 19.552 18.104 18.476
C 20.531 19.012 18.852
C 18.241 18.420 18.938
N 18.430 16.017 17.342
C 18.369 14.533 17.323
C 17.838 16.661 16.132
N 21.079 16.705 16.813
C 21.911 15.597 16.456
C 20.803 17.632 15.671
H 20.737 19.781 18.019
H 21.489 18.581 19.002
H 20.245 19.613 19.755
H 18.198 18.516 20.076
H 17.564 17.644 18.687
H 17.773 19.344 18.586
H 17.401 14.268 16.937
H 19.141 14.122 16.679
H 18.469 14.060 18.312
H 18.054 17.690 16.168
H 18.174 16.205 15.238
H 16.734 16.561 16.069
H 22.164 15.073 17.365
H 21.401 14.890 15.803
H 22.829 15.893 15.964
H 21.729 17.939 15.274
H 20.263 18.508 16.027
H 20.173 17.176 14.873
O 12.325 19.942 16.510
P 12.512 19.333 17.844
N 12.690 17.700 17.863
C 11.736 16.782 18.407
C 13.537 17.200 16.841
N 11.208 19.770 18.864
C 11.195 19.604 20.286
C 9.890 20.158 18.355
N 13.817 19.943 18.665
C 13.854 21.439 18.734
C 15.161 19.372 18.382
H 12.152 15.775 18.282
H 10.745 16.735 17.902
H 11.496 16.976 19.458
H 13.090 16.620 15.949
H 14.311 16.527 17.261
H 14.104 17.965 16.363
H 12.169 19.330 20.517
H 10.894 20.489 20.804
H 10.537 18.789 20.660
H 9.600 21.044 18.918
H 9.896 20.384 17.312
H 9.147 19.381 18.506
H 14.667 21.697 19.456
H 14.125 21.795 17.775
H 12.981 21.986 18.960
H 15.586 19.927 17.505
H 15.165 18.330 18.159
H 15.802 19.540 19.279
O 12.968 12.654 13.784
P 13.444 12.181 15.123
N 13.641 10.548 15.033
C 13.596 9.887 13.758
C 13.652 9.707 16.188
N 12.324 12.714 16.276
C 12.572 12.916 17.680
C 10.935 12.691 15.982
N 14.888 12.813 15.581
C 16.139 12.321 15.073
C 14.896 14.275 15.788
H 14.449 9.296 13.560
H 13.566 10.633 12.970
H 12.686 9.210 13.731
H 13.849 10.396 17.025
H 14.410 8.872 16.127
H 12.639 9.212 16.271
H 12.479 13.982 17.944
H 11.879 12.386 18.347
H 13.589 12.670 17.954
H 10.434 11.933 16.586
H 10.522 13.669 16.115
H 10.716 12.438 14.971
H 16.323 12.559 14.047
H 17.058 12.689 15.612
H 16.098 11.252 15.212
H 15.004 14.478 16.836
H 13.867 14.632 15.429
H 15.684 14.705 15.152

2.
21
Properties=species:S:1:pos:R:3 method="wB97M-V/def2-TZVPD" total_charge=+1 homo_energy_ev=-14.980 homo_lumo_gap_ev=10.67 e_lumo_ev=-4.308 multiplicity=1
C -1.348 2.606 1.464
C -0.376 1.539 1.634
C -2.033 -0.043 0.542
N -0.824 0.414 0.576
H -2.348 2.269 1.751
H -1.115 3.447 2.082
H -1.351 3.090 0.418
H 0.603 1.851 1.233
H -0.227 1.000 2.585
H -2.223 -0.613 -0.304
H -2.883 0.243 1.185
H -0.012 0.001 0.154
H 1.739 -0.977 -0.307
H 2.328 -0.143 0.666
O 1.453 -0.614 0.511
H -0.226 -3.443 -2.182
H -1.091 -3.298 -1.065
O -0.611 -2.742 -1.686
H 2.532 0.269 -2.759
H 2.967 -1.218 -2.785
O 2.860 -0.393 -2.143

3.
50
Properties=species:S:1:pos:R:3 method="wB97M-V/def2-TZVPD" total_charge=-1 homo_energy_ev="-0.619 / -4.847" homo_lumo_gap_ev="3.23 / 7.44" e_lumo_ev="2.610 / 2.589" s2=6.01 multiplicity=5
Rh -0.318 -0.379 3.083
Cl 0.290 1.053 1.346
Cl 0.173 -2.546 3.441
H -1.702 -1.047 3.472
H -0.650 1.098 2.668
P 0.363 0.256 -2.824
C 1.011 1.961 -3.297
C 1.411 -0.835 -3.935
C -1.244 0.323 -3.790
C 1.912 2.456 -2.160
H 0.094 2.575 -3.307
C 1.701 2.117 -4.653
H 2.638 1.551 -4.708
H 1.950 3.179 -4.787
H 1.076 1.829 -5.503
H 1.415 2.349 -1.188
H 2.137 3.519 -2.320
H 2.863 1.905 -2.127
H -1.645 1.312 -3.505
C -2.191 -0.755 -3.245
C -1.143 0.279 -5.315
H -0.659 1.165 -5.736
H -2.159 0.247 -5.733
H -0.616 -0.611 -5.675
H -2.257 -0.693 -2.151
H -1.862 -1.766 -3.519
H -3.195 -0.594 -3.660
C 2.857 -0.872 -3.430
H 1.401 -0.370 -4.933
C 0.846 -2.253 -4.050
H 3.380 0.090 -3.505
H 3.415 -1.600 -4.035
H 2.901 -1.203 -2.383
H 0.640 -2.682 -3.060
H 1.601 -2.885 -4.536
H -0.068 -2.320 -4.650
C -2.052 -1.794 7.813
N -1.419 -1.390 6.548
C -1.209 -0.114 6.196
S -1.589 0.564 4.602
N -0.854 0.806 7.103
C -0.206 0.561 8.393
H -2.301 -0.920 8.416
H -1.379 -2.445 8.382
H -2.973 -2.351 7.607
H -1.471 -2.046 5.769
H -0.799 1.747 6.713
H 0.740 1.114 8.436
H -0.847 0.917 9.210
H -0.006 -0.503 8.521

4.
70
Properties=species:S:1:pos:R:3 method="wB97M-V/def2-TZVPD" homo_energy_ev=-9.987 homo_lumo_gap_ev=9.93 e_lumo_ev=-0.055 multiplicity=1
O 2.683 -4.777 0.231
C 1.847 -4.145 -0.258
C 1.161 -2.946 0.382
C 0.807 -2.216 -0.673
C 0.127 -0.874 -0.488
C -1.152 -0.637 -1.331
C -1.818 -1.899 -1.904
C -2.323 -2.872 -0.846
O -3.206 -2.206 0.045
C 1.222 -2.925 -1.935
O 1.420 -2.543 -2.988
O 1.327 -4.258 -1.522
H 1.059 -2.760 1.451
H -0.012 -0.735 0.576
H 0.858 -0.117 -0.795
H -0.958 0.085 -2.112
H -1.889 -0.183 -0.673
H -2.717 -1.559 -2.427
H -1.228 -2.401 -2.672
H -2.897 -3.636 -1.392
H -1.514 -3.416 -0.348
H -3.650 -2.898 0.540
C -1.352 4.079 -2.253
C -0.938 2.923 -1.455
N -0.618 2.040 -0.817
H -1.065 4.996 -1.741
H -0.875 4.052 -3.232
H -2.432 4.068 -2.382
C -2.519 6.396 1.305
C -2.924 6.617 -0.083
N -3.218 6.775 -1.168
H -2.681 7.299 1.890
H -3.104 5.578 1.728
H -1.462 6.135 1.336
C -0.500 9.348 -1.820
C -0.042 8.145 -1.124
N 0.315 7.213 -0.588
H -0.193 10.234 -1.266
H -0.068 9.384 -2.818
H -1.586 9.332 -1.900
C 1.378 -2.618 4.962
C 0.699 -2.054 3.795
N 0.186 -1.610 2.883
H 0.743 -3.367 5.431
H 2.313 -3.085 4.656
H 1.591 -1.826 5.677
C -2.643 2.238 1.987
C -3.729 3.205 2.185
N -4.571 3.953 2.338
H -2.878 1.584 1.150
H -1.713 2.764 1.774
H -2.516 1.638 2.885
C 4.568 -6.778 2.273
C 4.070 -6.536 3.630
N 3.681 -6.348 4.680
H 4.895 -7.812 2.176
H 3.776 -6.583 1.552
H 5.407 -6.118 2.066
C 3.572 0.233 1.606
C 3.151 0.364 3.003
N 2.826 0.468 4.083
H 3.947 -0.773 1.427
H 2.725 0.421 0.948
H 4.360 0.952 1.390
C 0.528 -4.582 -5.439
C -0.905 -4.344 -5.635
N -2.014 -4.159 -5.786
H 1.101 -3.775 -5.891
H 0.753 -4.622 -4.376
H 0.813 -5.525 -5.901

5.
11
Properties=species:S:1:pos:R:3 method="wB97M-V/def2-TZVPD" homo_energy_ev=-8.820 homo_lumo_gap_ev=9.31 e_lumo_ev=0.486 multiplicity=1
O 1.517 0.506 0.954
C 1.164 -0.433 0.143
C 0.146 0.450 -0.436
C -0.834 1.470 -0.208
O 0.099 1.353 -1.367
C -0.757 -1.724 0.167
O 0.410 -1.630 0.695
H 1.900 -0.898 -0.534
H -1.869 1.266 -0.459
H -0.592 2.297 0.450
H -1.185 -2.659 0.594

6.
10
Properties=species:S:1:pos:R:3 method="wB97M-V/def2-TZVPD" homo_energy_ev=-7.681 homo_lumo_gap_ev=7.94 e_lumo_ev=0.257 multiplicity=1
C 1.089 -0.873 0.008
S -0.280 0.402 -0.302
N 0.375 1.623 0.235
P -2.399 -0.137 -0.014
H 1.614 -0.882 1.006
H 0.537 -1.890 0.086
H 1.645 -0.759 -0.931
H -0.108 0.337 -1.788
H -0.150 2.472 0.278
H -2.324 -0.292 1.422